Entry 1:
# C31H44N4O5

A single C31H44N4O5 molecule (wB97M-V/def2-TZVPD, the OMol25 dataset).

Structure (ORCA input):
```
! wB97M-V def2-TZVPD RIJCOSX def2/J DEFGRID3
* xyz 0 1
O 3.00 0.68 0.01
O -2.61 1.78 2.21
O -0.31 -1.75 1.31
O -0.55 -0.61 -2.45
O 7.84 1.30 -0.04
N -1.95 -0.24 -0.69
N 3.82 -1.44 -0.24
N -2.48 -2.96 -1.19
N -1.95 2.36 0.13
C -2.40 -4.04 -0.23
C -3.23 4.26 -0.70
C -3.47 -5.76 2.19
C 5.21 -1.26 -0.26
C -1.06 6.04 0.13
C 0.32 -0.13 -0.22
C 5.79 -0.01 -0.13
C -3.58 -2.05 -0.99
C 1.37 -0.60 2.35
C 1.10 -1.72 1.35
C -2.31 -3.36 -2.57
C -0.73 -0.39 -1.28
C -2.21 1.48 1.11
C -3.17 -0.61 -1.36
C -2.13 3.79 0.26
C -2.15 6.51 -0.82
C 7.17 0.12 -0.15
C 7.38 -2.26 -0.42
C 7.97 -1.02 -0.30
C -0.82 4.53 -0.01
C 0.36 0.25 2.21
C 0.28 4.07 0.95
C -1.91 0.01 0.74
C -0.48 -0.34 1.10
C 2.83 -0.52 -0.11
C 6.00 -2.39 -0.40
C -3.55 -5.05 -0.26
C -3.45 5.76 -0.56
C -3.36 -6.20 0.73
C 1.45 -1.15 -0.08
C 7.09 2.48 0.10
H 6.44 2.65 -0.77
H -2.67 -5.07 2.44
H -3.23 -3.76 -3.02
H -2.32 -3.58 0.76
H -3.96 0.08 -1.08
H 1.19 4.65 0.79
H -1.53 -4.12 -2.63
H 1.35 -1.95 -0.82
H -3.87 -2.08 0.06
H -4.22 6.09 -1.26
H 6.48 2.47 1.01
H -2.30 7.59 -0.70
H -1.35 6.26 1.16
H -3.79 5.99 0.45
H 5.55 -3.37 -0.50
H -4.42 -5.27 2.37
H -3.63 -5.46 -1.27
H -0.50 4.32 -1.03
H -2.39 -6.66 0.56
H -0.04 4.21 1.98
H 9.04 -0.90 -0.31
H 1.52 -2.70 1.58
H 8.00 -3.14 -0.53
H -2.61 -0.63 1.28
H -2.93 4.03 -1.72
H -2.45 3.95 1.30
H 2.23 -0.54 2.98
H 3.53 -2.40 -0.35
H -4.49 -4.54 -0.04
H 0.16 1.18 2.69
H 0.73 0.88 -0.32
H -4.13 -6.96 0.54
H 5.15 0.85 -0.03
H 7.82 3.29 0.16
H -1.83 6.34 -1.86
H 0.52 3.02 0.81
H -2.97 -0.54 -2.43
H -0.13 6.57 -0.08
H -4.15 3.72 -0.48
H -1.46 -4.57 -0.41
H -1.97 -2.50 -3.15
H -4.47 -2.32 -1.59
H -1.64 2.01 -0.77
H -3.39 -6.62 2.84
*
```

Values from the calculation:
HOMO-LUMO gap (eV): 8.81
ΔE to the lowest compared entry with this formula, charge and spin (kcal/mol): 8.1
Calculated total energy (Ha): -1802.9303

=====

Entry 2:
# C31H45BiBr2N6O5S

A molecular structure, C31H45BiBr2N6O5S (wB97M-V/def2-TZVPD, the OMol25 dataset).

Structure (ORCA input):
```
! wB97M-V def2-TZVPD RIJCOSX def2/J DEFGRID3
* xyz 0 1
Bi 0.27 -0.06 0.50
Br 4.13 5.05 4.76
Br 3.95 -0.31 3.13
S -4.29 2.17 4.63
O -1.02 1.67 1.01
O -1.97 3.58 0.34
O 2.22 0.80 0.93
O 0.16 -0.88 2.56
O 0.98 -2.43 3.93
N 0.60 -2.71 0.51
N -4.75 0.20 2.75
N -1.26 0.60 -1.58
N 1.47 3.42 0.46
N -2.90 -0.96 0.82
N 2.13 -0.84 -1.27
C 2.24 3.13 1.54
C -3.31 -0.18 -0.33
C -1.84 -3.22 0.13
C -4.29 -2.85 0.18
C -0.27 -5.04 0.88
C -4.49 1.06 3.54
C 2.60 1.76 1.76
C 2.31 5.46 2.17
C 0.29 4.98 -0.97
C -3.04 -2.83 2.33
C 2.69 4.13 2.44
C -0.97 0.64 -4.08
C 3.50 3.75 3.54
C -0.36 0.30 -2.72
C 0.86 -1.95 2.83
C 3.86 2.45 3.73
C 1.02 0.96 -2.54
C -2.48 -0.19 -1.62
C -1.52 2.48 0.12
C 2.23 -0.01 -2.51
C -2.98 -2.43 0.85
C 2.36 -2.29 -1.27
C 1.55 -2.62 1.63
C 1.14 4.67 0.23
C -0.56 -3.54 0.92
C 1.55 5.73 1.07
C 1.18 -3.12 -0.77
C 2.28 -0.83 -3.79
C 3.49 0.85 -2.40
C -1.54 2.01 -1.36
C 3.41 1.47 2.84
H -2.14 -0.58 1.38
H -0.28 -5.43 -0.14
H 1.42 -1.50 -3.90
H 2.63 6.25 2.83
H -3.42 0.86 0.01
H -2.96 -3.91 2.44
H 2.40 -1.98 1.35
H 1.52 -4.16 -0.74
H 2.30 -0.15 -4.64
H -1.86 0.06 -4.29
H 1.06 1.57 -1.63
H -2.28 -4.17 -0.17
H 3.62 1.47 -3.29
H 3.19 -1.43 -3.84
H 0.68 -5.29 1.34
H 1.24 6.74 0.85
H -0.77 2.61 -1.86
H 1.18 1.66 -3.36
H 3.43 1.51 -1.53
H -3.15 0.18 -2.42
H -4.49 -3.90 0.40
H 4.37 0.21 -2.30
H -2.22 -1.22 -1.89
H -1.05 -5.57 1.44
H -1.59 -2.71 -0.80
H 0.60 4.39 -1.82
H 0.36 6.04 -1.23
H -0.73 -3.29 1.96
H -0.25 0.44 -4.87
H -5.12 -2.25 0.55
H 2.57 -2.66 -2.28
H -0.23 -0.79 -2.67
H 1.94 -3.59 1.95
H 2.75 -0.41 -0.59
H -1.23 1.70 -4.12
H 3.25 -2.52 -0.68
H -4.25 -2.75 -0.91
H -2.25 -2.35 2.90
H -4.31 -0.50 -0.61
H -4.19 -0.27 2.04
H 0.38 -3.06 -1.51
H -3.99 -2.51 2.75
H -2.50 2.31 -1.78
H -0.76 4.77 -0.73
H 4.48 2.17 4.57
*
```

Values from the calculation:
HOMO-LUMO gap (eV): 7.84
ΔE to the lowest compared entry with this formula, charge and spin (kcal/mol): 0.0
Calculated total energy (Ha): -7673.8993